# 1
{"formula": "C25H34N2O4", "method": "wB97M-V/def2-TZVPD", "species": ["C", "O", "C", "C", "C", "C", "C", "C", "C", "C", "N", "C", "O", "C", "C", "C", "C", "O", "C", "C", "O", "C", "C", "C", "N", "C", "C", "C", "C", "C", "C", "H", "H", "H", "H", "H", "H", "H", "H", "H", "H", "H", "H", "H", "H", "H", "H", "H", "H", "H", "H", "H", "H", "H", "H", "H", "H", "H", "H", "H", "H", "H", "H", "H", "H"], "positions_angstrom": [[7.07516, -0.16633, 1.16657], [6.42295, 0.49779, 0.11092], [5.45060, -0.17132, -0.56586], [5.25565, -1.54512, -0.50677], [4.24096, -2.13889, -1.23906], [3.41684, -1.37524, -2.04096], [3.60577, -0.00377, -2.09552], [4.60962, 0.61244, -1.37083], [4.72401, 2.11040, -1.31959], [4.16609, 2.60496, 0.02892], [2.88236, 2.00328, 0.30550], [2.78778, 0.87605, 1.05970], [3.67931, 0.49340, 1.79428], [1.50095, 0.13978, 0.91987], [1.52161, -1.23882, 1.07331], [0.36441, -1.97307, 0.90471], [-0.84706, -1.36260, 0.60084], [-2.00784, -2.06735, 0.40261], [-1.97122, -3.47107, 0.47000], [-0.88918, 0.04203, 0.48221], [-1.96692, 0.81745, 0.19013], [-3.30817, 0.38189, 0.38270], [-3.92559, -0.12479, -0.92040], [-5.40296, -0.43785, -0.69972], [-6.09494, 0.76335, -0.27840], [-7.54767, 0.72965, -0.37265], [-8.21812, -0.43786, 0.36521], [-7.98212, 0.75482, -1.83951], [-5.58438, 1.21446, 0.99868], [-4.11170, 1.59144, 0.85946], [0.29300, 0.76028, 0.63490], [7.70925, -0.98291, 0.80476], [6.34859, -0.54835, 1.88901], [7.70164, 0.58554, 1.64475], [5.88147, -2.16090, 0.11940], [4.09771, -3.20768, -1.17426], [2.62256, -1.83593, -2.60840], [2.95102, 0.60107, -2.70813], [5.76630, 2.41804, -1.40178], [4.15592, 2.55344, -2.14050], [4.06698, 3.69400, 0.02734], [4.83447, 2.30051, 0.83552], [2.16314, 2.15739, -0.38450], [2.45336, -1.72702, 1.30942], [0.41352, -3.04481, 1.00943], [-2.98762, -3.79680, 0.25146], [-1.28867, -3.89373, -0.27404], [-1.68729, -3.82139, 1.46748], [-3.34672, -0.40174, 1.14604], [-3.82638, 0.65480, -1.67661], [-3.40026, -1.01672, -1.26075], [-5.83933, -0.78992, -1.63450], [-5.48390, -1.24583, 0.05037], [-7.89099, 1.66462, 0.08763], [-9.29831, -0.32202, 0.33105], [-7.90914, -0.46193, 1.40781], [-7.95976, -1.38672, -0.09889], [-9.03853, 1.00173, -1.90690], [-7.83029, -0.21040, -2.31564], [-7.41014, 1.50471, -2.37841], [-6.15434, 2.09157, 1.31473], [-5.68142, 0.44105, 1.78376], [-3.72157, 1.94675, 1.81429], [-4.00684, 2.38841, 0.12332], [0.21648, 1.83365, 0.55079]], "lowdin_charge": [-0.076, -0.089, -0.244, -0.017, -0.093, -0.096, -0.045, -0.175, -0.109, -0.157, 0.070, -0.447, 0.076, -0.136, -0.019, -0.004, -0.179, -0.119, -0.077, -0.169, 0.002, -0.323, -0.102, -0.183, -0.153, -0.427, -0.057, -0.063, -0.190, -0.105, 0.056, 0.091, 0.098, 0.095, 0.105, 0.103, 0.100, 0.113, 0.118, 0.113, 0.119, 0.117, 0.132, 0.116, 0.104, 0.095, 0.098, 0.098, 0.152, 0.129, 0.112, 0.117, 0.128, 0.134, 0.076, 0.070, 0.072, 0.075, 0.067, 0.079, 0.123, 0.124, 0.122, 0.126, 0.128], "total_energy_ev": -37646.967, "fmax_ev_per_a": 0.6, "relative_energy_kcal_mol": 35.9, "smiles": "COc1ccccc1CCNC(=O)c1ccc(OC)c(OC2CCN(C(C)C)CC2)c1", "homo_lumo_gap_ha": 0.3202, "homo_ha": -0.2948}

---

# 2
{"formula": "C25H34N4O4", "method": "wB97M-V/def2-TZVPD", "species": ["C", "C", "C", "C", "N", "C", "C", "C", "C", "C", "C", "C", "C", "N", "C", "N", "C", "C", "N", "C", "C", "H", "H", "H", "H", "H", "H", "H", "H", "H", "H", "H", "H", "H", "H", "H", "H", "H", "H", "C", "C", "O", "C", "C", "O", "H", "H", "H", "H", "H", "H", "H", "H", "C", "C", "O", "C", "C", "O", "H", "H", "H", "H", "H", "H", "H", "H"], "positions_angstrom": [[6.10670, -4.55804, -0.29097], [7.21675, -3.66172, -0.86112], [6.55898, -2.43716, -1.55435], [6.19109, -2.83472, -2.98496], [5.37171, -1.86552, -3.71353], [4.04743, -1.75706, -3.21926], [3.16333, -2.85824, -3.28339], [1.88714, -2.73771, -2.82426], [1.01544, -3.96867, -2.89456], [1.57441, -5.17709, -2.50798], [0.81353, -6.33447, -2.56039], [-0.49924, -6.17259, -2.97508], [-0.94050, -4.92066, -3.33478], [-0.23687, -3.78712, -3.33581], [1.41198, -1.50759, -2.29033], [0.12991, -1.41843, -1.82642], [-0.20681, -0.24083, -1.37831], [0.67647, 0.86023, -1.36249], [1.92266, 0.81923, -1.75453], [2.28705, -0.41285, -2.23218], [3.60141, -0.58455, -2.69621], [5.71598, -4.11693, 0.62660], [6.44119, -5.57550, -0.09779], [5.27191, -4.57334, -0.99333], [7.76057, -4.19402, -1.64457], [7.90923, -3.33690, -0.08779], [7.28771, -1.62487, -1.53585], [5.66955, -2.13780, -0.99604], [7.13043, -2.92702, -3.53859], [5.74403, -3.82720, -3.00722], [5.78932, -0.94552, -3.65793], [3.47594, -3.80346, -3.70022], [2.60460, -5.21707, -2.18928], [1.20899, -7.30368, -2.29567], [-1.16749, -7.01942, -3.04002], [-1.97546, -4.82946, -3.65637], [-1.21732, -0.09235, -1.01708], [0.29323, 1.80598, -0.99348], [4.28085, 0.25826, -2.63117], [-3.77524, 1.24296, 2.51172], [-2.36760, 1.79374, 2.43552], [-1.87469, 1.83471, 1.08778], [-2.10846, 2.83795, 0.23026], [-3.13819, 3.88267, 0.57123], [-1.53196, 2.83977, -0.82706], [-4.48129, 1.86406, 1.98097], [-4.09818, 1.16553, 3.54900], [-3.81002, 0.25139, 2.05436], [-2.27971, 2.77278, 2.90967], [-1.68598, 1.12885, 2.96418], [-4.08780, 3.60113, 0.11874], [-2.80926, 4.83072, 0.14996], [-3.28051, 4.03293, 1.63685], [-5.79727, 6.41139, 6.11251], [-4.93001, 6.45156, 4.87185], [-4.78664, 5.15474, 4.28180], [-5.67826, 4.62532, 3.42843], [-7.02507, 5.28406, 3.25201], [-5.40312, 3.59597, 2.87092], [-6.81356, 6.09038, 5.88332], [-5.84425, 7.39631, 6.57713], [-5.39069, 5.70176, 6.83304], [-5.28871, 7.17246, 4.13593], [-3.92085, 6.75811, 5.14108], [-7.74217, 4.79865, 3.91253], [-7.33995, 5.14147, 2.22102], [-7.02642, 6.35448, 3.44188]], "lowdin_charge": [-0.108, -0.252, -0.202, -0.228, 0.010, -0.274, 0.025, -0.089, -0.230, -0.030, -0.059, -0.083, -0.147, 0.137, -0.164, 0.144, -0.099, -0.106, 0.136, -0.214, 0.024, 0.074, 0.067, 0.054, 0.098, 0.099, 0.107, 0.108, 0.117, 0.105, 0.110, 0.119, 0.103, 0.105, 0.099, 0.105, 0.103, 0.081, 0.120, -0.074, -0.215, -0.003, -0.516, 0.020, 0.083, 0.041, 0.084, 0.084, 0.116, 0.121, 0.103, 0.093, 0.052, -0.063, -0.231, 0.005, -0.507, 0.020, 0.084, 0.068, 0.083, 0.085, 0.115, 0.124, 0.099, 0.093, 0.071], "total_energy_ev": -40626.940, "fmax_ev_per_a": 1.8, "relative_energy_kcal_mol": 45.8, "smiles": "CCCCNc1cc(-c2ccccn2)c2nccnc2c1.CCOC(C)=O.CCOC(C)=O", "homo_lumo_gap_ha": 0.3024, "homo_ha": -0.2860}

---

# 3
{"formula": "C25H34N8OPdS2SeSi2Te", "method": "wB97M-V/def2-TZVPD", "species": ["Pd", "C", "S", "C", "S", "N", "N", "C", "C", "C", "C", "C", "C", "N", "H", "H", "H", "H", "H", "H", "H", "H", "O", "N", "C", "C", "N", "C", "N", "C", "Si", "C", "C", "C", "Te", "C", "Si", "C", "C", "C", "H", "H", "H", "H", "H", "H", "H", "H", "H", "H", "H", "H", "H", "H", "H", "H", "H", "H", "H", "H", "H", "H", "Se", "N", "C", "C", "C", "C", "C", "C", "N", "H", "H", "H", "H"], "positions_angstrom": [[0.69450, 1.02427, -0.04821], [4.56243, 4.59736, 1.54188], [4.86625, 3.66497, 0.02102], [3.38690, 2.82989, -0.26966], [2.00050, 2.97411, 0.82529], [3.31406, 2.17463, -1.37628], [2.14486, 1.61535, -1.68682], [1.86004, 1.35876, -2.90458], [0.47552, 1.06201, -3.22958], [0.06319, 0.79362, -4.52850], [-1.29453, 0.70902, -4.79811], [-2.19306, 0.93405, -3.76840], [-1.69964, 1.17298, -2.49289], [-0.40189, 1.20532, -2.21942], [5.46635, 5.18237, 1.69505], [3.70932, 5.25765, 1.41475], [4.42698, 3.91908, 2.37829], [2.59024, 1.51689, -3.69332], [0.79423, 0.68845, -5.31908], [-1.64643, 0.48482, -5.79571], [-3.26025, 0.92392, -3.94165], [-2.37328, 1.35255, -1.66425], [0.40770, 0.19605, 2.39011], [-0.09491, -0.93304, 2.70380], [0.52923, -1.81011, 3.44552], [1.86095, -1.51223, 3.83849], [2.87286, -0.96381, 3.88073], [-0.16575, -3.00125, 3.79850], [-0.74863, -3.94662, 4.09001], [-4.62030, 1.95980, 0.07066], [-3.34910, 1.69547, 1.44287], [-1.86423, 2.83388, 1.22058], [-4.03320, 1.94341, 3.17213], [-2.79127, -0.17169, 1.47001], [-1.16450, -0.90865, 0.31659], [-2.43825, -1.63627, -1.19978], [-2.67395, -3.55035, -0.85208], [-4.08821, -4.12504, -1.93786], [-0.98702, -4.22600, -1.36186], [-3.06357, -3.77770, 0.97668], [-5.46178, 2.51446, 0.49143], [-5.02617, 1.02980, -0.33121], [-4.23905, 2.55854, -0.75752], [-1.57379, 2.97662, 0.17442], [-1.03537, 2.44291, 1.81628], [-2.08179, 3.82722, 1.61946], [-4.37262, 2.97190, 3.30831], [-3.28044, 1.73938, 3.93531], [-4.88695, 1.28883, 3.35720], [-3.63692, -0.78870, 1.16401], [-2.55258, -0.41595, 2.50359], [-1.96712, -1.53599, -2.17615], [-3.39317, -1.11134, -1.18602], [-3.96680, -3.81400, -2.97629], [-5.04606, -3.74463, -1.57989], [-4.14600, -5.21545, -1.92600], [-0.88518, -4.22548, -2.44867], [-0.83961, -5.25317, -1.02547], [-0.17338, -3.62495, -0.94472], [-4.03542, -3.34865, 1.22945], [-2.31373, -3.32679, 1.63163], [-3.10685, -4.83803, 1.23052], [2.92095, 1.02488, 2.44366], [2.77138, -0.00788, 0.97211], [4.00433, -0.22137, 0.53242], [4.34296, -1.01712, -0.59050], [5.65891, -1.20019, -0.87794], [6.69614, -0.58456, -0.10457], [6.42116, 0.21819, 0.95797], [5.06759, 0.41161, 1.32036], [4.64660, 1.14695, 2.34366], [3.55510, -1.47368, -1.17414], [5.94185, -1.83666, -1.70557], [7.72635, -0.77043, -0.37641], [7.19332, 0.69576, 1.54439]], "lowdin_spin": [1.277, 0.009, 0.018, 0.035, 0.527, 0.071, 0.158, 0.015, 0.009, 0.004, 0.000, 0.003, 0.013, 0.100, 0.001, 0.003, 0.002, 0.005, 0.001, 0.000, 0.001, 0.003, 0.145, 0.140, 0.028, 0.029, 0.027, 0.000, 0.001, 0.001, 0.011, 0.007, 0.003, 0.043, 0.484, 0.071, 0.019, 0.003, 0.005, 0.011, 0.000, 0.000, 0.000, 0.002, 0.002, 0.000, 0.001, 0.000, 0.000, 0.003, 0.003, 0.004, 0.006, 0.000, 0.000, 0.001, 0.000, 0.000, 0.004, 0.001, 0.008, 0.000, 0.193, 0.111, 0.106, 0.020, 0.055, 0.093, -0.012, 0.123, -0.012, -0.001, 0.002, 0.004, -0.002], "total_charge": 2, "total_energy_ev": -153969.112, "s_squared": 6.0425, "fmax_ev_per_a": 2.0, "relative_energy_kcal_mol": 63.5, "homo_lumo_gap_ha": [0.2557, 0.1926], "homo_ha": [-0.4958, -0.5136], "spin_multiplicity": 5}